Entry 1:
{
  "formula": "C23H15Cl5F6N3OS3Sr",
  "method": "wB97M-V/def2-TZVPD",
  "multiplicity": 1,
  "gap_ev": 6.601,
  "homo_ha": -0.1701,
  "lumo_energy_ev": 1.97,
  "energy_ev": -142878.460,
  "charge": -1,
  "symbols": ["Sr", "C", "C", "N", "C", "C", "S", "C", "C", "S", "C", "N", "C", "H", "H", "H", "H", "H", "H", "H", "H", "S", "C", "C", "C", "C", "C", "N", "H", "H", "H", "H", "Cl", "C", "C", "C", "Cl", "C", "Cl", "C", "Cl", "C", "Cl", "C", "C", "O", "C", "F", "F", "F", "C", "F", "F", "F", "H", "H", "H"],
  "coordinates": [[0.34, -0.23, 0.23], [-0.87, -3.42, 2.59], [-1.32, -2.11, 3.14], [-0.93, -0.95, 2.71], [-1.51, 0.08, 3.43], [-2.36, -0.31, 4.41], [-2.43, -2.02, 4.46], [-1.10, 1.46, 3.13], [-1.43, 2.59, 3.81], [-0.62, 3.93, 3.11], [0.11, 2.89, 1.94], [-0.24, 1.65, 2.08], [1.07, 3.36, 0.91], [0.01, -3.27, 1.97], [-1.65, -3.87, 1.98], [-0.62, -4.11, 3.40], [-2.92, 0.30, 5.10], [-2.07, 2.70, 4.67], [1.13, 4.45, 0.88], [0.77, 2.98, -0.06], [2.06, 2.95, 1.15], [3.04, 0.18, 1.64], [3.53, 0.46, 0.00], [4.88, 0.62, -0.36], [5.21, 0.86, -1.68], [4.21, 0.94, -2.64], [2.91, 0.77, -2.22], [2.57, 0.54, -0.95], [5.63, 0.55, 0.41], [6.25, 0.98, -1.96], [4.43, 1.12, -3.69], [2.08, 0.82, -2.93], [-2.38, -2.25, -0.38], [-1.06, -3.35, -0.81], [0.23, -2.86, -0.70], [1.22, -3.75, -1.04], [2.89, -3.21, -0.92], [0.98, -5.06, -1.47], [2.27, -6.13, -1.89], [-0.34, -5.50, -1.56], [-0.69, -7.11, -2.07], [-1.38, -4.64, -1.22], [-3.02, -5.18, -1.31], [-2.32, 3.20, -0.83], [-1.79, 2.03, -1.67], [-1.01, 1.19, -0.98], [-0.99, 2.62, -2.87], [0.06, 3.33, -2.42], [-0.50, 1.67, -3.68], [-1.71, 3.46, -3.64], [-3.02, 1.25, -2.22], [-3.75, 0.78, -1.19], [-2.68, 0.20, -2.97], [-3.86, 2.01, -2.96], [-1.47, 3.78, -0.47], [-2.85, 2.79, 0.02], [-2.99, 3.86, -1.39]]
}

---

Entry 2:
{
  "formula": "C23H15CrF5N3SSbSe4",
  "method": "wB97M-V/def2-TZVPD",
  "multiplicity": 4,
  "gap_ev": [5.440, 5.318],
  "homo_ha": [-0.1510, -0.1515],
  "lumo_energy_ev": [1.33, 1.20],
  "energy_ev": -349338.663,
  "charge": -1,
  "symbols": ["Cr", "C", "C", "C", "C", "C", "C", "N", "C", "C", "C", "C", "C", "N", "C", "C", "C", "C", "C", "C", "N", "H", "H", "H", "H", "H", "H", "H", "H", "H", "H", "H", "H", "H", "H", "H", "F", "C", "C", "F", "C", "F", "C", "S", "C", "F", "C", "F", "Se", "Sb", "Se", "Se", "Se"],
  "coordinates": [[0.50, -0.67, 0.89], [3.87, 0.19, 0.19], [2.87, 1.05, -0.51], [3.34, 2.03, -1.39], [2.46, 2.88, -2.02], [1.11, 2.76, -1.73], [0.70, 1.77, -0.86], [1.56, 0.90, -0.28], [-0.72, 1.65, -0.47], [-1.72, 2.52, -0.88], [-3.00, 2.33, -0.39], [-3.25, 1.30, 0.51], [-2.20, 0.47, 0.88], [-0.99, 0.65, 0.36], [-2.33, -0.65, 1.82], [-3.40, -0.73, 2.69], [-3.48, -1.83, 3.53], [-2.55, -2.82, 3.40], [-1.50, -2.70, 2.48], [-0.61, -3.88, 2.29], [-1.34, -1.58, 1.77], [4.87, 0.52, -0.06], [3.74, -0.85, -0.07], [3.74, 0.26, 1.28], [4.40, 2.11, -1.55], [2.81, 3.63, -2.71], [0.39, 3.42, -2.19], [-1.52, 3.33, -1.56], [-3.80, 2.98, -0.70], [-4.24, 1.14, 0.90], [-4.13, 0.06, 2.73], [-4.28, -1.90, 4.26], [-2.59, -3.71, 4.01], [-1.20, -4.79, 2.45], [0.20, -3.86, 3.03], [-0.17, -3.89, 1.30], [0.20, 1.98, -5.50], [0.19, 1.05, -4.53], [1.35, 0.41, -4.16], [2.50, 0.73, -4.76], [1.33, -0.53, -3.14], [2.49, -1.09, -2.81], [0.16, -0.87, -2.45], [0.17, -2.03, -1.14], [-0.99, -0.22, -2.88], [-2.17, -0.47, -2.29], [-0.99, 0.73, -3.89], [-2.13, 1.35, -4.24], [0.86, -2.28, 5.53], [2.17, -1.07, 3.90], [2.18, -2.28, 1.68], [0.75, 0.78, 2.89], [4.38, -0.26, 4.40]]
}

---

Entry 3:
{
  "formula": "C23H15IMoNO2S7",
  "method": "wB97M-V/def2-TZVPD",
  "multiplicity": 2,
  "gap_ev": [5.139, 4.246],
  "homo_ha": [-0.4788, -0.4788],
  "lumo_energy_ev": [-7.89, -8.78],
  "energy_ev": -115466.840,
  "charge": 2,
  "symbols": ["Mo", "S", "C", "S", "C", "C", "S", "S", "S", "I", "C", "C", "C", "C", "C", "C", "C", "O", "O", "H", "H", "H", "H", "S", "C", "N", "S", "C", "C", "C", "C", "C", "C", "C", "C", "C", "C", "C", "C", "H", "H", "H", "H", "H", "H", "H", "H", "H", "H", "H"],
  "coordinates": [[1.90, 1.03, 0.67], [4.18, 6.05, -4.05], [3.78, 4.90, -2.98], [3.87, 5.11, -1.26], [3.31, 3.56, -0.83], [3.00, 2.70, -1.88], [2.48, 1.09, -1.59], [3.21, 3.32, -3.45], [3.19, 3.02, 0.79], [-5.44, 4.39, 4.22], [-3.84, 3.77, 3.06], [-2.90, 2.90, 3.59], [-1.84, 2.48, 2.81], [-1.72, 2.94, 1.50], [-2.66, 3.82, 0.97], [-3.73, 4.23, 1.75], [-0.63, 2.52, 0.62], [-0.41, 2.83, -0.51], [0.27, 1.60, 1.24], [-3.00, 2.55, 4.60], [-1.11, 1.80, 3.22], [-2.56, 4.16, -0.05], [-4.46, 4.91, 1.34], [3.96, 0.15, 3.39], [3.11, 0.50, 2.20], [1.49, -0.93, 0.30], [0.50, -1.39, -0.94], [-1.00, -1.96, -0.16], [-1.29, -1.60, 1.15], [-2.51, -2.00, 1.68], [-3.40, -2.74, 0.92], [-3.09, -3.08, -0.39], [-1.88, -2.69, -0.95], [1.19, -2.88, -1.61], [1.19, -4.06, -0.88], [1.79, -5.18, -1.44], [2.38, -5.10, -2.70], [2.37, -3.91, -3.41], [1.77, -2.78, -2.87], [1.76, -1.72, 0.88], [-0.60, -1.02, 1.74], [-2.76, -1.74, 2.70], [-4.35, -3.05, 1.34], [-3.79, -3.65, -0.99], [-1.64, -2.96, -1.97], [0.70, -4.13, 0.08], [1.80, -6.11, -0.90], [2.85, -5.97, -3.13], [2.82, -3.86, -4.40], [1.75, -1.84, -3.42]]
}

---

Calculated energy above the lowest of the compared OMol25 structures with the same formula, charge and spin (kcal/mol), listed in the same order as above: 0.7, 0.0, 3.9